(1)
{"formula": "C43H88BBr22N4O7", "method": "ωB97M-V/def2-TZVPD", "symbols": ["Br", "Br", "Br", "Br", "Br", "Br", "Br", "Br", "Br", "Br", "Br", "Br", "Br", "Br", "Br", "Br", "Br", "Br", "Br", "Br", "Br", "Br", "O", "O", "O", "O", "O", "O", "O", "N", "N", "N", "N", "C", "C", "C", "C", "C", "C", "C", "C", "C", "C", "C", "C", "C", "C", "C", "C", "C", "C", "C", "C", "C", "C", "C", "C", "C", "C", "C", "C", "C", "C", "C", "C", "C", "C", "C", "C", "C", "C", "C", "C", "C", "C", "C", "B", "H", "H", "H", "H", "H", "H", "H", "H", "H", "H", "H", "H", "H", "H", "H", "H", "H", "H", "H", "H", "H", "H", "H", "H", "H", "H", "H", "H", "H", "H", "H", "H", "H", "H", "H", "H", "H", "H", "H", "H", "H", "H", "H", "H", "H", "H", "H", "H", "H", "H", "H", "H", "H", "H", "H", "H", "H", "H", "H", "H", "H", "H", "H", "H", "H", "H", "H", "H", "H", "H", "H", "H", "H", "H", "H", "H", "H", "H", "H", "H", "H", "H", "H", "H", "H", "H", "H", "H"], "coordinates": [[0.407, -1.744, -10.684], [-2.136, -2.991, 10.248], [-7.365, 0.078, 3.347], [-4.899, -2.463, 6.678], [1.381, 1.988, -8.036], [0.183, -1.124, 8.014], [-2.755, -0.169, 4.747], [-9.581, -2.009, 5.427], [2.026, 6.024, 7.431], [5.031, -2.704, -7.957], [2.725, 0.137, -5.143], [14.602, 0.780, -8.953], [-3.817, 5.567, -3.009], [-7.093, 4.589, -4.375], [9.892, -3.177, -8.556], [3.188, -5.335, -6.162], [-0.987, 0.078, 11.933], [-0.128, 3.863, 9.474], [2.152, 1.195, -12.065], [12.345, -1.402, -7.019], [8.047, -0.157, -7.512], [2.340, 1.058, 6.013], [-1.155, -1.747, 4.030], [-4.395, -2.957, -0.407], [-5.309, -1.331, 0.984], [0.660, -3.008, 3.479], [0.249, 1.524, 0.968], [-2.948, -1.291, 0.717], [-0.782, 3.740, 2.481], [1.296, -3.197, -3.123], [-0.523, -2.289, -4.249], [-0.535, -4.617, -4.226], [-0.954, -0.327, 0.256], [9.312, -0.395, -8.971], [0.058, -3.332, -3.868], [0.999, 6.452, 9.029], [-8.413, 0.555, 4.920], [0.351, 0.541, -12.411], [-4.193, 1.286, -0.903], [-2.749, 0.944, -0.506], [13.590, -0.037, -6.401], [-6.647, 5.976, -3.083], [-0.292, 0.014, -11.157], [1.214, 3.832, 3.805], [-1.379, 0.511, 2.712], [4.951, -4.580, -5.799], [-0.965, -1.770, 12.557], [1.159, -3.731, -1.755], [13.606, 1.153, -7.323], [-1.418, -4.114, 3.633], [-0.507, -2.888, 3.688], [1.716, 0.080, -7.821], [-5.135, -0.209, -2.706], [-4.430, 1.148, -2.444], [1.012, 2.092, 2.023], [1.052, -1.427, -0.694], [-2.336, -0.529, -0.288], [-0.887, 0.770, 1.293], [-8.405, -0.548, 5.944], [1.283, 1.474, 7.605], [-1.785, -4.411, 2.155], [-3.766, -1.000, 7.290], [-5.361, 6.672, -3.440], [-0.065, -1.533, 0.367], [9.139, -1.736, -9.632], [-0.494, -0.510, 3.608], [-0.625, -2.721, 11.441], [1.365, -0.388, -6.435], [0.623, 3.536, 2.405], [1.812, -2.765, -0.754], [1.334, 0.335, 8.584], [-4.442, 2.794, -0.554], [1.039, 5.322, 10.022], [-2.084, 1.683, 0.716], [4.968, -3.096, -6.054], [-3.820, 0.175, 6.348], [-4.203, -1.871, 0.394], [9.094, 0.406, -9.675], [-4.489, -1.020, -2.339], [-1.671, -3.475, 1.596], [0.659, 5.646, 10.989], [-1.625, 2.599, 0.356], [8.098, -1.990, -9.810], [0.458, -0.664, 3.093], [-2.392, 0.146, 2.673], [10.304, -0.250, -8.556], [5.662, -5.129, -6.408], [5.142, -4.790, -4.748], [1.740, 2.364, 8.026], [0.549, -1.302, -1.667], [-2.765, -1.404, 7.407], [-0.239, 0.020, 4.527], [-4.759, 2.836, 0.498], [12.611, 1.467, -7.626], [1.469, 7.341, 9.445], [-0.672, -2.397, 0.079], [-2.915, 1.855, 1.403], [-4.160, -0.728, 8.267], [1.689, -0.576, -0.440], [-3.549, 3.408, -0.691], [-2.151, 1.281, -1.371], [-4.967, 0.732, -0.366], [9.685, -1.769, -10.572], [2.030, -3.731, -3.586], [-1.937, -1.965, 13.000], [-5.101, 1.938, -2.790], [-6.615, 5.499, -2.108], [4.097, -2.583, -5.654], [-1.374, -2.540, -4.751], [0.204, -2.378, 10.827], [-3.483, 1.222, -2.991], [-6.067, -0.243, -2.138], [0.083, -5.140, -4.845], [-0.979, 4.280, 3.257], [-5.274, 3.204, -1.129], [-2.828, -4.716, 2.049], [2.286, 3.615, 3.830], [0.111, -3.922, -1.484], [14.122, 1.989, -6.858], [1.340, -1.476, -6.396], [-7.480, 6.675, -3.116], [-3.372, 1.054, 6.810], [1.080, -0.405, -8.559], [-0.966, -4.955, 4.158], [-4.828, 0.418, 6.021], [1.096, 1.505, 2.949], [-2.204, -1.045, -1.254], [-0.197, 1.402, -12.788], [13.231, 0.251, -5.414], [2.033, 4.902, 10.150], [-2.350, -3.849, 4.150], [-5.287, 6.919, -4.494], [-9.409, 0.804, 4.570], [2.040, 2.171, 1.646], [1.703, -4.683, -1.695], [-3.822, -2.971, -1.186], [0.990, 4.884, 4.018], [2.812, -2.547, -1.147], [2.758, -0.089, -8.079], [-5.241, 7.577, -2.848], [-7.938, 1.449, 5.320], [-0.138, 0.661, -10.297], [5.870, -2.646, -5.641], [1.927, -3.228, 0.234], [-1.452, 1.465, 3.231], [-5.002, -0.530, 1.438], [0.277, 1.711, 7.272], [-0.202, -1.801, 13.331], [2.334, -0.071, 8.707], [-0.008, 6.694, 8.703], [-8.797, -0.188, 6.893], [0.338, -1.723, 1.362], [-1.360, -0.136, -11.309], [14.561, -0.515, -6.305], [-7.420, -0.976, 6.100], [0.947, 0.637, 9.557], [0.420, 0.005, -6.075], [0.727, 3.226, 4.578], [-5.267, -0.362, -3.780], [-0.526, 0.172, -0.539], [-0.730, -5.161, -3.390], [-1.094, -5.133, 1.712], [-0.395, -3.709, 11.837], [0.431, -0.206, -13.195], [1.080, 4.246, 1.703]], "homo_ev": -10.94, "homo_lumo_gap_ev": 9.265, "energy_ha": -59089.94007, "charge": 1}



(2)
{"formula": "C43H92Cl2O26P2", "method": "ωB97M-V/def2-TZVPD", "symbols": ["Cl", "Cl", "P", "P", "O", "O", "O", "O", "O", "O", "O", "O", "O", "O", "O", "O", "O", "O", "O", "O", "O", "O", "O", "O", "O", "O", "O", "O", "O", "O", "C", "C", "C", "C", "C", "C", "C", "C", "C", "C", "C", "C", "C", "C", "C", "C", "C", "C", "C", "C", "C", "C", "C", "C", "C", "C", "C", "C", "C", "C", "C", "C", "C", "C", "C", "C", "C", "C", "C", "C", "C", "C", "C", "H", "H", "H", "H", "H", "H", "H", "H", "H", "H", "H", "H", "H", "H", "H", "H", "H", "H", "H", "H", "H", "H", "H", "H", "H", "H", "H", "H", "H", "H", "H", "H", "H", "H", "H", "H", "H", "H", "H", "H", "H", "H", "H", "H", "H", "H", "H", "H", "H", "H", "H", "H", "H", "H", "H", "H", "H", "H", "H", "H", "H", "H", "H", "H", "H", "H", "H", "H", "H", "H", "H", "H", "H", "H", "H", "H", "H", "H", "H", "H", "H", "H", "H", "H", "H", "H", "H", "H", "H", "H", "H", "H"], "coordinates": [[-0.189, 5.659, 5.019], [1.525, 3.213, 5.138], [-1.032, -4.041, -6.638], [-5.430, 1.304, 3.320], [2.877, 6.012, 3.210], [-5.781, 1.482, 4.936], [4.130, 0.410, 3.773], [-1.145, 3.837, 1.400], [4.856, 5.207, 4.101], [0.108, -4.413, -5.553], [-2.023, -5.089, -7.010], [-4.203, -0.029, -4.425], [-1.820, -2.753, -6.081], [-0.100, -3.515, -7.875], [-3.862, 0.824, 3.253], [1.071, 0.310, 0.458], [-0.776, -5.140, 3.601], [5.698, -0.142, -4.047], [-0.968, -0.340, -0.433], [-6.377, 0.437, 2.544], [2.219, 3.770, -3.640], [6.229, -2.337, -3.598], [-0.609, -4.941, -0.877], [-0.244, 4.658, -0.550], [1.675, 1.539, -3.441], [-5.301, 2.832, 2.750], [-4.372, 0.149, -2.099], [-2.957, -4.756, 3.034], [-2.815, -5.397, -0.359], [4.445, -1.852, 3.506], [4.402, 0.534, 5.147], [5.564, -1.134, -3.361], [-6.358, -0.036, -0.679], [3.890, 5.260, 3.231], [0.262, -0.414, -0.390], [-4.533, 3.777, 3.372], [-3.322, -4.180, -0.796], [-3.166, 0.746, 2.020], [1.022, 6.638, -1.012], [0.766, -4.396, -8.555], [-5.221, 0.590, 5.888], [-3.350, -6.112, 3.257], [4.808, -1.241, -2.088], [1.002, -1.225, -1.370], [0.526, 0.101, 2.847], [-3.753, -0.009, -3.294], [3.847, 5.676, 6.231], [-2.297, -0.398, -3.167], [-1.988, 3.056, -0.676], [0.079, 4.004, 4.406], [4.123, -0.567, 1.563], [6.905, -2.544, -4.814], [-1.727, -4.384, 3.370], [0.378, 5.772, 0.049], [1.545, 4.006, -4.871], [-2.760, -2.029, -6.865], [0.177, 4.722, -4.599], [-0.300, -4.423, -4.158], [4.936, 5.996, 5.245], [4.300, -0.754, 3.058], [2.991, 2.480, -1.715], [-2.964, -2.967, 0.143], [-5.762, 0.415, -2.046], [-1.032, 3.870, 0.164], [-1.111, -7.160, -0.195], [3.998, 4.176, 2.173], [7.495, -3.969, -4.880], [0.586, 0.995, 1.568], [-1.614, -2.893, 3.405], [2.208, 2.543, -3.032], [-1.504, -5.731, -0.558], [-4.815, -6.330, 2.818], [3.223, 0.040, 5.953], [-0.402, 4.799, -5.520], [4.644, 4.548, 1.378], [-0.391, 4.195, -3.832], [6.168, -2.324, -5.586], [-1.546, -7.242, 0.801], [2.396, 3.069, -1.016], [4.397, 3.310, 2.701], [0.279, 5.723, -4.178], [-1.449, 2.325, -1.279], [8.495, -4.018, -4.451], [-5.837, 1.455, -2.361], [6.912, -4.754, -4.399], [1.609, 7.493, -0.675], [2.335, 0.627, 5.720], [0.464, -4.494, -9.598], [-1.584, -7.835, -0.908], [-4.971, 3.921, 4.359], [-4.632, -0.221, 5.459], [2.068, 4.649, -5.579], [-3.807, 0.845, 1.144], [5.516, -1.007, -1.293], [7.544, -4.250, -5.932], [-1.749, -0.748, -4.041], [3.048, -1.024, 5.796], [-2.246, -1.183, -2.413], [-3.062, -2.550, -7.774], [4.157, 0.479, 1.256], [-4.534, 1.054, 6.596], [2.965, 6.246, 5.940], [-2.366, -1.034, -7.069], [-0.373, 6.342, 0.595], [-5.059, -7.393, 2.810], [0.595, -4.643, -3.576], [-5.486, -5.975, 3.600], [-6.466, -1.115, -0.565], [1.421, 3.061, -5.398], [-0.022, -7.219, -0.207], [4.506, 1.608, 5.301], [4.971, 7.067, 5.047], [7.706, -1.818, -4.952], [-4.398, -4.348, -0.780], [3.445, 0.194, 7.009], [3.220, 1.440, -1.480], [-0.406, 1.413, 1.393], [1.500, -0.303, 3.125], [0.311, -1.864, -1.918], [1.633, 5.994, -1.644], [0.205, 4.169, 3.337], [-1.046, -2.654, 4.303], [-0.264, -0.643, 2.743], [-0.653, -3.441, -3.844], [-3.084, -4.096, -1.856], [0.878, -5.408, -8.165], [-3.506, -2.122, -0.282], [-4.587, 4.682, 2.768], [-2.579, -2.387, 3.393], [0.232, 0.764, 3.661], [1.768, -3.972, -8.491], [3.178, -1.040, 1.299], [-1.032, -2.548, 2.550], [-5.086, -5.821, 1.893], [3.036, 3.899, 1.741], [-3.295, -3.133, 1.169], [3.980, -0.536, -2.166], [4.993, -0.956, 1.034], [4.087, 6.024, 7.236], [5.873, 5.753, 5.747], [-3.698, -1.882, -6.329], [1.258, 1.836, 1.737], [-0.810, 3.404, 4.603], [-5.983, 0.172, 6.546], [-6.279, -0.135, -2.832], [3.701, 4.601, 6.338], [-2.453, 2.345, 0.007], [-1.718, 0.430, -2.756], [1.767, -1.869, -0.935], [5.346, 0.070, 5.431], [-7.349, 0.391, -0.520], [-2.735, -0.253, 1.958], [4.464, -2.270, -1.980], [-5.735, 0.277, 0.159], [-3.529, 3.395, 3.562], [3.936, 3.014, -1.812], [-1.889, -2.788, 0.134], [1.131, 5.443, 0.765], [-2.346, 1.461, 1.956], [-2.761, -6.837, 2.695], [-2.639, 3.693, -1.275], [1.497, -0.539, -2.059], [-1.090, -5.126, -3.898], [-3.281, -6.362, 4.315], [0.298, 7.097, -1.685]], "homo_ev": [-11.19, -11.19], "s_squared": 0.756, "homo_lumo_gap_ev": [6.717, 1.828], "energy_ha": -5252.77759, "charge": 1, "multiplicity": 2}



(3)
{"formula": "C44H100N4O13P3", "method": "ωB97M-V/def2-TZVPD", "symbols": ["P", "P", "P", "O", "O", "O", "O", "O", "O", "O", "O", "O", "O", "O", "O", "O", "N", "N", "N", "N", "C", "C", "C", "C", "C", "C", "C", "C", "C", "C", "C", "C", "C", "C", "C", "C", "C", "C", "C", "C", "C", "C", "C", "C", "C", "C", "C", "C", "C", "C", "C", "C", "C", "C", "C", "C", "C", "C", "C", "C", "C", "C", "C", "C", "H", "H", "H", "H", "H", "H", "H", "H", "H", "H", "H", "H", "H", "H", "H", "H", "H", "H", "H", "H", "H", "H", "H", "H", "H", "H", "H", "H", "H", "H", "H", "H", "H", "H", "H", "H", "H", "H", "H", "H", "H", "H", "H", "H", "H", "H", "H", "H", "H", "H", "H", "H", "H", "H", "H", "H", "H", "H", "H", "H", "H", "H", "H", "H", "H", "H", "H", "H", "H", "H", "H", "H", "H", "H", "H", "H", "H", "H", "H", "H", "H", "H", "H", "H", "H", "H", "H", "H", "H", "H", "H", "H", "H", "H", "H", "H", "H", "H", "H", "H"], "coordinates": [[-6.804, -1.512, 0.536], [3.826, -0.420, 8.892], [-1.725, -7.066, -1.790], [-5.847, -1.004, -0.570], [2.217, -0.246, 8.493], [3.719, -1.975, 9.484], [-1.788, -7.809, -3.280], [3.670, 0.273, 10.268], [-6.703, -0.108, 1.428], [-3.279, -7.769, -1.505], [-5.641, -2.366, 1.373], [4.001, -1.195, 7.355], [-2.594, -5.705, -2.207], [5.267, 7.179, -3.471], [-7.873, -2.080, 1.772], [-0.333, -6.436, -2.044], [0.140, 7.634, -3.103], [-2.527, 8.337, -2.726], [-0.651, 5.202, -2.744], [-2.210, 7.116, -2.151], [4.997, 7.804, -2.166], [1.560, 1.015, 8.648], [-0.785, 2.118, -1.194], [-0.677, -8.569, -3.763], [-8.321, 1.577, 0.705], [2.350, 4.164, -5.263], [-0.860, 6.586, -2.679], [3.917, -2.241, 10.866], [0.877, 7.721, -0.531], [-6.862, 1.167, 0.800], [3.392, 5.408, -5.017], [3.928, -2.866, -5.508], [3.614, -0.623, 6.127], [1.744, 1.906, 7.433], [-1.647, 2.750, -2.441], [-1.840, 4.366, -2.267], [-4.410, -2.714, 0.754], [-3.379, -1.605, 0.903], [1.011, 8.115, -1.961], [3.965, -2.864, -1.915], [3.285, -3.840, -3.075], [2.873, -1.743, -1.399], [-1.341, -4.169, -3.615], [2.623, -2.095, 11.652], [-1.627, 2.099, 0.250], [0.665, 4.656, -3.248], [-10.139, -1.466, 1.166], [4.770, 4.770, -4.394], [0.675, 2.246, 1.779], [-0.602, 1.323, 1.318], [-9.033, -1.402, 2.194], [3.660, -1.528, -6.457], [4.535, 0.496, 5.701], [0.772, 4.523, -4.889], [-2.960, -9.950, -0.494], [5.578, 5.746, -3.354], [-0.715, -10.006, -3.276], [1.748, 1.482, 2.767], [2.261, 0.022, 2.224], [2.795, 0.006, 0.674], [2.950, -1.599, 0.234], [2.725, -3.022, -4.383], [-1.968, -4.430, -2.254], [-3.565, -9.144, -1.621], [4.102, 1.043, 4.858], [4.542, 7.090, -1.358], [3.681, 5.911, -6.046], [4.576, 3.749, -3.806], [-2.740, -3.676, -2.068], [1.294, 2.710, 0.900], [2.116, -2.251, 0.738], [1.452, -0.833, 2.413], [2.359, 3.954, -6.437], [4.896, -2.278, -2.332], [0.161, 8.292, 0.222], [0.274, -8.108, -3.494], [0.186, 2.737, -0.976], [5.433, 5.310, -2.261], [-2.216, 7.143, -1.107], [-6.326, 1.892, 1.420], [-2.669, 1.556, 0.148], [-1.641, -10.503, -3.585], [4.735, 1.192, 6.520], [2.113, 0.615, -0.056], [0.216, 3.171, 2.376], [3.194, -0.283, 2.901], [4.115, -1.666, -7.533], [0.702, 7.358, -3.937], [-8.883, 0.862, 0.099], [0.495, 0.801, 8.778], [1.508, 6.770, -0.188], [-4.571, -2.981, -0.297], [1.802, -2.103, -1.762], [-0.744, -5.014, -3.973], [-3.034, -1.543, 1.939], [-1.238, -4.331, -1.443], [-1.916, -9.683, -0.318], [5.543, 4.478, -5.251], [-0.188, 0.391, 0.711], [4.170, -4.537, -3.466], [0.443, 5.478, -5.478], [-3.283, -9.521, -2.603], [3.869, -3.796, -6.219], [2.802, 2.127, 7.275], [1.910, 8.854, -2.223], [0.027, 3.652, -5.221], [2.823, -2.105, 12.728], [-4.035, -3.616, 1.247], [3.072, -0.696, -1.935], [4.274, -3.272, 10.957], [5.501, 0.091, 5.383], [-3.501, -9.761, 0.439], [2.622, 3.180, -4.655], [1.364, 1.421, 6.528], [4.286, -3.514, -0.967], [-2.070, 9.140, -2.235], [-2.053, 4.561, -1.112], [1.210, 2.852, 7.563], [-8.802, -0.383, 2.497], [-0.698, -3.283, -3.578], [3.666, -1.421, 5.376], [-10.944, -0.774, 1.432], [2.569, -0.320, 6.149], [1.942, -2.919, 11.420], [-1.253, 2.439, -3.511], [-0.421, 1.017, -1.468], [2.966, 6.271, -4.333], [4.045, -0.537, -5.944], [-2.825, 4.653, -2.877], [-9.378, -1.902, 3.107], [2.709, 2.186, 2.808], [3.906, 0.434, 0.624], [1.854, -3.624, -4.895], [-2.514, -1.795, 0.261], [0.127, -10.575, -3.680], [6.746, 5.635, -3.574], [-1.165, 0.898, 2.253], [2.367, -1.913, -4.141], [0.974, 3.614, -2.808], [-6.402, 1.190, -0.188], [2.489, -1.439, -6.565], [4.198, 8.666, -2.341], [5.988, 8.347, -1.799], [2.449, -4.502, -2.560], [4.984, -2.839, -5.004], [-2.117, -4.002, -4.367], [1.892, 1.535, 9.548], [1.352, 1.373, 3.865], [-8.416, 2.566, 0.248], [-4.655, -9.247, -1.575], [-1.739, 3.212, 0.664], [-10.560, -2.476, 1.125], [4.712, -1.603, 11.269], [4.006, -2.002, 0.597], [-0.664, -10.044, -2.185], [-9.776, -1.230, 0.163], [-8.785, 1.613, 1.696], [-3.029, -11.020, -0.715], [-0.740, -8.560, -4.855], [2.084, -1.174, 11.409], [1.539, 5.405, -2.932], [-2.738, 2.273, -2.361], [-2.324, 8.325, -3.752], [-3.783, -0.618, 0.656]], "homo_ev": -9.97, "homo_lumo_gap_ev": 5.071, "energy_ha": -3956.68546, "charge": 1}